Density functional theory data (ωB97M-V/def2-TZVPD) for a molecular structure, C60H167F4N17O24PbS4 in a non-equilibrium geometry.

Structure (XYZ):
```
277
Properties=species:S:1:pos:R:3:mulliken_charge:R:1
Pb 0.11961 3.19764 -0.73414 2.552
N -0.33455 0.92552 0.09343 0.773
S -1.14976 0.10077 1.07450 -0.211
O -0.50445 -0.21506 2.38908 0.239
O -2.05627 -0.90594 0.49611 -0.281
F -2.17079 1.27813 1.48019 -0.271
S 0.75435 -0.33868 -0.40865 -0.251
O 0.30221 -1.29874 -1.37632 0.388
O 1.66960 -0.74886 0.62070 -0.409
F 1.81748 0.59387 -1.26018 -0.830
N -0.60809 4.97464 0.71735 0.119
S -1.89856 5.20478 1.71719 0.626
O -2.86042 6.21430 1.28899 -0.635
O -1.74046 4.84760 3.13108 -0.456
F -2.64211 3.87067 1.15544 -0.257
S 0.06557 6.23038 1.43142 0.733
O 0.77380 5.90264 2.69872 -0.526
O -0.45570 7.55290 1.22394 -0.594
F 1.27514 6.23404 0.33708 -0.310
O 0.95480 2.48715 -3.05608 2.667
H 0.91287 3.13021 -3.76386 -0.787
H 1.44796 1.75491 -3.42602 -0.524
C 0.15330 2.39893 9.21490 -1.608
C 0.42045 1.75680 7.81367 1.655
C 1.49182 2.60960 7.06457 -0.530
O 1.05747 3.91457 6.80884 -0.451
C -0.05787 4.15077 5.91751 -0.505
N 0.88921 0.39837 7.94826 -0.762
H -0.62558 1.88307 9.77645 0.433
H -0.19400 3.43070 9.16063 0.279
H 1.11325 2.32731 9.72624 0.372
H -0.52271 1.80804 7.26970 -0.478
H 1.82230 2.18600 6.11619 -0.019
H 2.43572 2.66314 7.60706 0.396
H -0.09949 5.13601 5.45309 0.356
H -0.98691 3.97795 6.46075 0.344
H -0.03269 3.42198 5.10737 -0.015
H 1.17835 0.11929 7.02165 0.015
H 0.15675 -0.25342 8.19071 0.320
C 2.05766 4.61726 -7.28415 -1.561
C 1.06724 4.67519 -6.13536 -0.339
C -0.21098 3.76421 -6.36169 -0.020
O 0.21457 2.48075 -6.73318 -0.271
C -0.78249 1.60235 -7.28439 -1.026
N 1.80454 4.28647 -4.96500 -0.375
H 2.93921 5.20965 -7.03913 0.407
H 1.62832 4.95297 -8.22811 0.427
H 2.28373 3.56519 -7.45777 0.308
H 0.79967 5.70357 -5.89262 0.557
H -0.83111 4.12776 -7.18106 0.798
H -0.72915 3.73811 -5.40310 -0.511
H -1.15781 2.01364 -8.22145 0.328
H -1.62499 1.40092 -6.62278 0.368
H -0.30390 0.67399 -7.59618 0.242
H 2.46839 4.96375 -4.61758 0.333
H 2.41510 3.50991 -5.17540 -0.139
C 7.34386 2.89676 -5.81105 -1.722
C 6.20217 3.23276 -4.91563 0.805
C 6.06909 2.32379 -3.68463 0.172
O 6.04824 0.97677 -4.17386 -0.493
C 6.55774 0.07221 -3.25820 -0.637
N 6.58104 4.60807 -4.62916 -0.755
H 8.28773 2.67166 -5.31450 0.349
H 7.40216 3.67703 -6.56991 0.563
H 7.09083 2.01074 -6.39332 0.294
H 5.22552 3.23129 -5.39963 -0.085
H 5.17237 2.48469 -3.08622 -0.437
H 6.90848 2.40502 -2.99404 0.485
H 6.39577 -0.97477 -3.51450 0.283
H 5.89542 0.21460 -2.40429 0.218
H 7.62576 0.08449 -3.04076 0.320
H 6.79861 5.10017 -5.48391 0.307
H 7.49145 4.55575 -4.19499 0.338
C -5.28177 -4.99209 -3.49324 -1.553
C -4.01394 -4.39919 -2.73652 -0.003
C -3.88001 -2.89788 -2.86645 0.907
O -3.90626 -2.32435 -4.15507 -0.563
C -3.98514 -0.93307 -4.14714 -0.746
N -3.96968 -4.97260 -1.36667 -0.560
H -6.22050 -4.67854 -3.03653 0.198
H -5.22036 -6.07654 -3.58431 0.399
H -5.44310 -4.67861 -4.52465 0.348
H -3.19331 -4.72027 -3.37806 0.506
H -3.06426 -2.52060 -2.24976 -0.102
H -4.78423 -2.54681 -2.36921 -0.118
H -4.97644 -0.70136 -3.75761 0.407
H -4.12286 -0.58307 -5.17019 0.417
H -3.25180 -0.39139 -3.54974 0.121
H -4.64842 -4.44337 -0.83815 -0.230
H -3.07114 -4.85568 -0.92052 0.242
C -1.88199 -5.48891 6.90024 -1.762
C -2.38281 -4.03366 6.65714 1.725
C -3.70293 -3.80121 7.32981 -1.175
O -4.12593 -2.46398 6.95980 -0.203
C -5.48891 -2.09552 7.38748 -1.014
N -1.37963 -3.05421 7.07348 -0.356
H -2.65747 -6.09662 6.43394 0.418
H -1.85974 -5.79370 7.94652 0.377
H -0.91328 -5.70626 6.45028 0.355
H -2.47364 -3.90223 5.57891 -0.521
H -3.69018 -3.89637 8.41557 0.399
H -4.44676 -4.54755 7.05090 0.430
H -6.31150 -2.48144 6.78541 0.332
H -5.62430 -1.01540 7.44321 0.313
H -5.70975 -2.51056 8.37088 0.386
H -1.66975 -2.14056 6.75538 -0.091
H -1.46929 -2.91329 8.06957 0.319
C 7.18204 0.69910 1.00948 -1.090
C 8.57823 -0.01845 1.25231 0.496
C 9.29423 -0.16422 -0.16825 -1.006
O 8.73056 -1.16668 -0.98202 -0.197
C 8.98144 -2.53272 -0.44826 -0.796
N 9.32248 0.87351 2.14126 -0.760
H 7.16370 1.70121 0.58106 0.341
H 6.72109 0.69697 1.99722 0.338
H 6.58006 0.09256 0.33286 0.124
H 8.50794 -0.98153 1.75792 0.295
H 10.34285 -0.43016 -0.03498 0.393
H 9.34162 0.74552 -0.76677 0.348
H 10.00774 -2.89886 -0.47590 0.318
H 8.45618 -3.09215 -1.22236 0.233
H 8.57248 -2.85550 0.50917 0.316
H 8.77560 1.04801 2.97227 0.274
H 9.56499 1.79514 1.80677 0.253
C 0.15176 -0.49400 -4.41784 -0.864
C 1.66188 -0.53909 -4.66306 1.973
C 1.99715 -1.35744 -5.90007 -1.200
O 1.45701 -2.68569 -5.89382 -0.361
C 1.63392 -3.32913 -7.15501 -1.081
N 2.14641 0.80593 -4.86252 -1.220
H -0.25433 -1.49164 -4.25082 0.713
H -0.45104 -0.02479 -5.19538 -0.232
H -0.12058 0.03749 -3.50601 -0.508
H 2.23880 -0.96823 -3.84385 -0.842
H 3.08108 -1.45942 -5.95303 0.466
H 1.66882 -0.88521 -6.82596 0.655
H 1.38608 -4.38353 -7.03284 0.289
H 2.63348 -3.25415 -7.58322 0.362
H 0.92497 -2.92579 -7.87805 0.362
H 2.97764 0.62971 -5.40851 0.523
H 1.53403 1.12717 -5.59866 -0.028
C 0.98132 -2.86097 4.29960 -0.681
C 1.57305 -1.65843 5.02761 0.345
C 2.90458 -1.07590 4.30814 0.216
O 4.03111 -1.97695 4.37601 -0.471
C 4.67339 -2.11704 3.10256 -0.402
N 0.64181 -0.57306 5.09795 0.708
H 0.67833 -2.56831 3.29429 -0.211
H 0.12469 -3.23580 4.85976 -0.272
H 1.64416 -3.72623 4.29101 0.722
H 1.77853 -1.97970 6.04872 0.470
H 3.18978 -0.19463 4.88271 0.148
H 2.63688 -0.82501 3.28175 -0.193
H 4.01286 -2.63502 2.40723 0.122
H 5.58492 -2.70891 3.18575 0.381
H 4.90957 -1.17924 2.59972 0.199
H -0.30335 -0.67102 5.44027 -0.097
H 0.59216 -0.15536 4.17971 -0.939
C 5.33543 -4.43262 -4.88114 -1.662
C 4.21064 -4.57463 -3.87051 0.429
C 4.10360 -3.33257 -2.96565 -0.028
O 3.13496 -3.38023 -1.87705 -0.225
C 3.52339 -2.60066 -0.79154 -0.665
N 2.94196 -4.75854 -4.50299 -0.589
H 5.13042 -3.57566 -5.52278 0.246
H 5.37255 -5.20906 -5.64524 0.390
H 6.31294 -4.38821 -4.40093 0.379
H 4.33870 -5.38618 -3.15422 0.475
H 4.00230 -2.43727 -3.57905 -0.325
H 5.06250 -3.16221 -2.47617 0.472
H 3.40344 -1.55923 -1.09010 0.157
H 4.57242 -2.75415 -0.53842 0.664
H 2.89064 -2.84744 0.06101 -0.225
H 2.57211 -3.88097 -4.83941 0.378
H 2.28418 -4.92955 -3.75588 0.118
C -4.07252 2.73767 -3.22359 -1.975
C -2.60394 3.03465 -2.89744 1.551
C -2.27108 4.53349 -3.04479 -1.880
O -0.81673 4.67577 -2.77114 1.057
C -0.32088 5.99954 -2.93574 -1.262
N -2.53016 2.79875 -1.52311 0.514
H -4.19680 2.72662 -4.30642 0.521
H -4.72435 3.52236 -2.83954 0.469
H -4.40437 1.77883 -2.82535 0.303
H -1.90178 2.30597 -3.30254 -0.209
H -2.89185 5.12837 -2.37482 0.631
H -2.56605 4.93471 -4.01439 0.419
H -0.63007 6.62637 -2.09933 0.250
H -0.81487 6.41597 -3.81361 0.380
H 0.76282 6.11618 -2.94521 0.162
H -3.36687 3.17552 -1.10114 -0.350
H -2.78871 1.83212 -1.38571 -0.352
C -2.77981 -1.53092 4.15162 1.435
C -3.05014 -0.14924 4.83860 0.894
C -4.49402 0.43368 4.73250 -0.082
O -4.55224 1.79816 5.31457 -0.532
C -3.88129 2.84662 4.66009 0.937
N -2.62341 -0.21412 6.23802 -0.204
H -3.42782 -2.30099 4.57017 -0.305
H -1.75832 -1.86643 4.33076 -1.327
H -3.00237 -1.42693 3.08967 -0.373
H -2.34448 0.55228 4.39362 -0.160
H -5.19442 -0.26256 5.19378 0.111
H -4.84022 0.52311 3.70281 -0.172
H -4.13705 3.73727 5.23404 0.448
H -4.18701 2.95419 3.61938 -0.711
H -2.79647 2.76288 4.59500 -0.179
H -2.81155 0.68169 6.66489 0.427
H -3.14291 -0.87303 6.80021 0.309
C 0.39813 -6.22245 -1.67027 -2.179
C -0.20471 -4.79420 -1.65967 0.995
C -0.38513 -4.29910 -0.13138 -0.129
O -1.35165 -5.09817 0.60784 -0.530
C -1.67237 -4.46660 1.80673 -0.448
N 0.42285 -3.82654 -2.53106 0.017
H 0.74683 -6.58760 -2.63627 0.524
H -0.19879 -7.03162 -1.24951 0.372
H 1.34705 -6.28740 -1.13789 0.393
H -1.17947 -4.93422 -2.12695 -0.193
H -0.64948 -3.24196 -0.15752 -0.047
H 0.56683 -4.39104 0.39152 0.568
H -0.86363 -4.28776 2.51529 0.305
H -2.38274 -5.07123 2.37055 0.507
H -2.16972 -3.50450 1.68384 -0.077
H -0.06018 -2.94566 -2.63517 -0.177
H 1.20863 -3.46543 -2.00927 -0.365
C -5.42903 0.75828 0.88262 -0.886
C -5.92932 2.08725 0.30739 3.044
C -7.20523 2.05543 -0.61354 -1.410
O -6.88080 1.50010 -1.89379 0.204
C -7.80898 1.66133 -2.89562 -1.065
N -6.14752 2.99476 1.42317 -0.807
H -4.55714 0.75225 1.53674 -0.839
H -5.17737 0.07850 0.06858 0.547
H -6.21352 0.34481 1.51643 0.392
H -5.01386 2.46472 -0.14820 -1.356
H -7.69953 3.01437 -0.76911 0.501
H -8.03418 1.43432 -0.27420 0.375
H -8.74717 1.24933 -2.52394 0.343
H -7.42722 1.13654 -3.77138 0.226
H -7.80303 2.72696 -3.12476 0.351
H -6.28595 3.94012 1.09568 0.338
H -5.32513 3.08557 2.00241 -0.195
C 5.06779 3.75399 -0.44811 -1.096
C 3.57171 3.31636 -0.41192 1.306
C 3.15065 3.05514 1.10103 -1.730
O 1.75346 2.82379 1.20115 0.956
C 1.34740 2.40890 2.53202 -0.614
N 2.67628 4.24126 -1.16070 -0.592
H 5.71135 2.90091 -0.23322 -0.118
H 5.23450 4.49535 0.33336 0.576
H 5.33674 4.15828 -1.42398 0.402
H 3.36689 2.33626 -0.84268 -0.498
H 3.39910 3.97979 1.62198 0.363
H 3.66253 2.28130 1.67309 0.412
H 0.26047 2.37922 2.45573 -0.631
H 1.61961 3.21625 3.21187 0.807
H 1.70196 1.43190 2.86044 0.027
H 2.94788 4.34063 -2.12841 0.050
H 2.91724 5.13814 -0.76363 0.263
C -5.45423 -3.85480 1.98143 0.054
C -6.06525 -2.43970 2.33993 2.467
C -7.33269 -2.28498 1.49015 -1.376
O -6.94563 -2.61299 0.08780 -0.080
C -7.90529 -2.35551 -0.84187 -0.696
N -6.45749 -2.41906 3.78069 -0.586
H -6.10503 -4.69305 2.23019 0.332
H -4.58694 -3.94877 2.63495 0.314
H -5.25262 -4.09440 0.93738 -0.673
H -5.33109 -1.65571 2.15430 -1.281
H -7.70601 -1.26618 1.59396 0.512
H -8.05298 -2.99997 1.88773 0.521
H -8.83330 -2.89984 -0.66693 0.309
H -7.45648 -2.46168 -1.82950 0.143
H -8.17245 -1.30560 -0.72180 0.142
H -5.72306 -2.56587 4.45830 -0.037
H -6.89310 -3.32259 3.89899 0.396
```

Output
Frontier orbital gap: 6.97 eV
LUMO level: -1.019 eV
Calculated total energy: -7307.3909 Eh
HOMO energy: -7.99 eV

Density functional theory data (ωB97M-V/def2-TZVPD) for 2 unconnected molecules or ions with the total composition C3H8N2O3P in a non-equilibrium geometry.

Structure (XYZ):
```
17
Properties=species:S:1:pos:R:3:nbo_charge:R:1
C 0.34067 -0.05314 -0.95127 -0.020
C 0.17657 1.43376 1.70495 -0.642
C 0.15800 0.03020 1.30071 0.016
N 1.25368 0.77149 -1.72693 -0.888
N -1.03971 -0.66610 1.51414 -0.871
O -1.14593 -0.02949 -1.32581 -0.875
O 0.10292 -1.88667 -2.99497 -1.143
O -1.00678 -2.61323 -0.78470 -1.143
P -0.31374 -1.61652 -1.60144 2.271
H -0.45510 2.15092 1.17161 0.210
H 0.01764 1.67139 2.91063 0.175
H 1.24447 1.77390 1.53214 0.208
H 1.02923 -0.51069 1.69141 0.173
H 1.55584 0.15495 -2.54283 0.382
H 0.72134 1.52757 -2.11557 0.357
H -0.99468 -1.71825 1.50332 0.392
H -1.64443 -0.42008 0.71462 0.399
```

Output
Charge: -1
Frontier orbital gap: 7.62 eV
LUMO level: 3.965 eV
Calculated total energy: -795.7220 Eh
HOMO energy: -3.65 eV